{
  "formula": "C4H5ORu",
  "method": "ωB97M-V/def2-TZVPD",
  "spin_multiplicity": 6,
  "lumo_ev": [-9.5, -13.3],
  "s_squared": 8.79,
  "total_charge": 2,
  "e_tot_ev": -8830.7544,
  "homo_ev": [-17.697, -18.977],
  "species": ["H", "C", "C", "C", "C", "O", "Ru", "H", "H", "H", "H"],
  "coordinates": [[0.82290, -1.33776, 1.09821], [-1.88449, 0.50858, -0.52163], [-0.84144, 0.29621, 0.28769], [0.17708, -0.76021, 0.08828], [1.58207, -0.44342, 0.11426], [2.05071, 0.61755, 0.66447], [3.53099, 0.50340, -0.49908], [-2.09265, -0.15056, -1.36897], [-0.68074, 0.98051, 1.12744], [-2.60817, 1.29965, -0.31589], [-0.05627, -1.51396, -0.67478]]
}